{"formula": "C5H35N3O11", "method": "ωB97M-V/def2-TZVPD", "e_above_lowest_kcal_mol": 0.0, "smiles": "[H]/N=C(\\N)NCCCC.O.O.O.O.O.O.O.O.O.O.O", "gap_ev": 9.94, "species": ["O", "O", "O", "O", "O", "O", "O", "O", "O", "O", "O", "N", "N", "N", "C", "C", "C", "C", "C", "H", "H", "H", "H", "H", "H", "H", "H", "H", "H", "H", "H", "H", "H", "H", "H", "H", "H", "H", "H", "H", "H", "H", "H", "H", "H", "H", "H", "H", "H", "H", "H", "H", "H", "H"], "coordinates": [[-1.171, 3.250, 2.159], [1.294, 1.993, 2.613], [3.103, -1.075, 1.191], [-2.765, -0.039, -1.732], [0.009, -3.748, -1.754], [3.559, 1.751, 1.151], [-1.472, -2.311, -3.657], [-1.499, 3.961, -2.106], [-2.947, 1.950, 0.072], [1.938, -3.434, 0.320], [1.830, -0.959, 3.515], [-1.100, -2.236, 2.095], [-0.893, -0.336, 0.789], [-3.017, -1.346, 0.978], [-0.016, -0.711, -0.329], [1.054, 0.390, -0.444], [-1.776, -1.306, 1.250], [0.758, 1.124, -2.875], [0.595, 1.508, -1.414], [-1.564, 2.888, 2.973], [2.138, -2.500, 0.137], [-3.178, -0.664, -1.114], [0.565, 2.004, -3.501], [3.593, -0.242, 1.171], [-0.281, -2.686, 1.705], [3.610, 1.869, 0.200], [0.487, -1.647, -0.104], [1.137, 2.381, -0.980], [-2.688, -0.502, -2.580], [-0.425, 1.792, -1.155], [-2.424, 1.487, -0.597], [1.587, 2.747, 3.147], [2.683, -1.176, 2.085], [-0.554, -2.101, -3.810], [1.725, 0.646, -3.046], [0.900, -4.022, -2.000], [-1.416, 0.492, 0.543], [-3.744, 1.424, 0.266], [0.897, -1.178, 3.350], [-1.901, 3.600, -1.292], [-1.424, -2.644, -2.744], [1.248, 0.811, 0.545], [-0.107, 0.557, -3.231], [-0.589, -0.690, -1.250], [2.606, 1.728, 1.345], [1.989, -0.089, -0.752], [1.971, -0.002, 3.476], [-3.572, -2.098, 1.355], [0.151, -3.368, -0.882], [-0.534, 4.032, -2.166], [0.421, 2.294, 2.266], [-1.698, 2.996, 1.395], [-1.735, -2.910, 2.485], [2.643, -3.655, 0.938]], "nbo_charge": [-0.98, -1.00, -1.04, -1.00, -0.96, -0.97, -0.96, -0.97, -1.00, -0.99, -0.97, -0.87, -0.67, -0.79, -0.23, -0.40, 0.61, -0.64, -0.40, 0.49, 0.50, 0.50, 0.22, 0.50, 0.40, 0.47, 0.18, 0.20, 0.51, 0.18, 0.50, 0.49, 0.50, 0.47, 0.21, 0.49, 0.39, 0.51, 0.50, 0.49, 0.49, 0.21, 0.22, 0.21, 0.50, 0.21, 0.50, 0.36, 0.48, 0.48, 0.51, 0.51, 0.38, 0.49]}

{"formula": "C3N2OS3", "method": "ωB97M-V/def2-TZVPD", "e_above_lowest_kcal_mol": 12.5, "smiles": "[O-]c1nc([S-])sc(=S)n1", "total_charge": -2, "gap_ev": 5.80, "species": ["S", "S", "S", "O", "N", "N", "C", "C", "C"], "coordinates": [[-1.370, -1.579, 0.006], [1.358, -2.787, -1.136], [-3.185, 0.694, -0.396], [1.357, 1.608, 0.955], [1.211, -0.306, -0.222], [-0.696, 1.017, 0.244], [-1.630, 0.165, -0.050], [0.616, 0.809, 0.390], [0.752, -1.416, -0.504]], "nbo_charge": [-0.10, -0.38, -0.45, -0.68, -0.61, -0.64, -0.04, 0.75, 0.14]}

{"formula": "CH3NOS4", "method": "ωB97M-V/def2-TZVPD", "e_above_lowest_kcal_mol": 65.1, "gap_ev": [8.41, 6.01], "species": ["S", "S", "S", "S", "O", "N", "C", "H", "H", "H"], "coordinates": [[1.487, 0.142, 1.340], [-2.775, 0.993, 0.719], [-1.289, -1.353, 0.017], [4.458, -0.869, -0.434], [0.597, 1.974, -0.416], [-1.571, 0.337, -0.169], [0.848, 1.158, 0.371], [-2.176, -1.881, 1.022], [3.957, -1.818, 0.214], [-3.025, 1.976, -0.147]], "nbo_charge": [0.02, 0.31, 0.25, -0.08, -0.45, -0.76, 0.43, 0.11, 0.07, 0.12]}

{"formula": "C40H60O30", "method": "ωB97M-V/def2-TZVPD", "e_above_lowest_kcal_mol": 64.4, "smiles": "C[C@H]1COC(=O)O1.C[C@H]1COC(=O)O1.C[C@H]1COC(=O)O1.C[C@H]1COC(=O)O1.C[C@H]1COC(=O)O1.C[C@H]1COC(=O)O1.C[C@H]1COC(=O)O1.C[C@H]1COC(=O)O1.C[C@H]1COC(=O)O1.C[C@H]1COC(=O)O1", "gap_ev": 10.70, "species": ["O", "O", "O", "O", "O", "O", "O", "O", "O", "O", "O", "O", "O", "O", "O", "O", "O", "O", "O", "O", "O", "O", "O", "O", "O", "O", "O", "O", "O", "O", "C", "C", "C", "C", "C", "C", "C", "C", "C", "C", "C", "C", "C", "C", "C", "C", "C", "C", "C", "C", "C", "C", "C", "C", "C", "C", "C", "C", "C", "C", "C", "C", "C", "C", "C", "C", "C", "C", "C", "C", "H", "H", "H", "H", "H", "H", "H", "H", "H", "H", "H", "H", "H", "H", "H", "H", "H", "H", "H", "H", "H", "H", "H", "H", "H", "H", "H", "H", "H", "H", "H", "H", "H", "H", "H", "H", "H", "H", "H", "H", "H", "H", "H", "H", "H", "H", "H", "H", "H", "H", "H", "H", "H", "H", "H", "H", "H", "H", "H", "H"], "coordinates": [[-1.632, 0.396, 1.344], [2.210, 3.219, -0.528], [6.490, -0.803, 0.317], [-6.283, -1.565, 1.564], [-2.166, 1.721, -0.413], [-1.854, 0.477, 6.498], [-5.703, -1.373, -0.583], [-7.182, 5.730, 1.309], [-0.382, -1.174, 6.783], [-3.542, -2.076, -3.376], [2.694, 0.590, -7.360], [-5.495, 4.911, 2.514], [-5.082, 6.440, 0.965], [3.789, -0.899, -2.089], [-1.527, -2.984, -3.324], [8.435, -0.131, 1.158], [-0.392, 0.434, -0.502], [3.010, 3.901, -2.494], [0.832, -3.852, 1.213], [2.317, -4.214, 2.831], [4.524, 0.622, -3.585], [0.558, 0.981, -6.888], [1.939, 0.500, -5.249], [8.073, -2.321, 0.866], [-5.194, -3.230, 0.551], [-2.041, -1.497, -4.945], [-1.141, -0.720, 4.743], [1.319, 4.982, -1.546], [5.532, -1.304, -3.438], [1.553, -5.915, 1.594], [-2.313, -2.288, -3.865], [5.456, 0.692, -4.660], [1.182, 3.714, 0.367], [-4.848, -0.049, -3.267], [-3.202, -0.692, -5.163], [7.665, 1.046, 1.005], [0.663, 0.470, -4.607], [-3.874, 3.543, 1.498], [5.113, 1.093, 0.358], [6.227, -0.641, -4.500], [4.515, -0.536, -2.940], [-1.481, 0.924, 0.107], [-4.288, -1.123, -4.181], [-1.095, -0.458, 5.891], [-2.790, 0.546, 8.726], [6.139, -1.447, -5.779], [-0.308, 0.925, -5.749], [0.294, -0.575, 0.287], [-5.678, -1.965, 0.423], [0.210, -4.677, 0.229], [7.688, -1.212, 0.788], [1.833, 0.717, -6.556], [-0.542, -0.628, 8.103], [-4.032, 4.815, 2.315], [-0.535, -0.484, 1.626], [1.677, -4.636, 1.943], [-5.495, -3.784, 1.844], [1.759, -0.183, 0.429], [2.245, 3.994, -1.625], [0.822, -6.094, 0.366], [0.694, 1.427, -3.441], [0.916, 5.102, -0.187], [-4.323, -4.452, 2.530], [1.636, 3.668, 1.809], [-3.843, 6.169, 1.606], [6.516, 0.635, 0.081], [-0.240, -7.153, 0.522], [-1.504, 0.553, 7.901], [-6.004, -2.510, 2.593], [-6.039, 5.698, 1.566], [1.491, -6.388, -0.442], [-3.367, -3.958, 2.401], [-0.580, 1.958, -5.536], [0.863, 4.098, 2.453], [-2.960, 0.364, -5.031], [4.803, 1.888, -0.319], [5.116, -1.792, -5.911], [1.723, 2.633, 2.157], [-6.928, -2.764, 3.122], [1.886, 0.872, 0.657], [1.128, 2.405, -3.633], [6.734, -2.362, -5.697], [7.248, -0.469, -4.165], [4.344, 0.327, 0.305], [-0.855, -4.716, 0.464], [-4.112, 3.740, 0.460], [2.276, -0.589, -0.437], [2.063, -0.725, 1.336], [-6.341, -4.472, 1.793], [6.837, 0.783, -0.955], [-5.299, -2.180, 3.344], [-3.587, -0.755, -6.182], [1.382, 0.952, -2.718], [-1.120, 0.222, -5.851], [-2.989, -0.426, 9.193], [-0.143, 5.360, -0.131], [-5.784, -0.471, -2.891], [-4.233, -5.411, 1.995], [2.611, 4.114, 2.002], [-0.886, -1.487, 1.806], [8.199, 1.942, 0.687], [-1.074, -1.394, 8.673], [-3.665, 4.845, 3.336], [6.182, 1.512, -4.656], [-1.040, -6.905, 1.225], [0.286, 3.089, 0.268], [1.421, 5.906, 0.360], [-2.998, 6.120, 0.921], [0.155, -0.098, 2.371], [-4.240, 0.043, -2.368], [4.966, 1.387, 1.405], [-5.082, 0.937, -3.662], [-4.469, -4.715, 3.574], [-3.649, 0.714, 8.076], [-2.849, 3.187, 1.606], [-0.171, 1.458, -2.774], [-0.733, -7.177, -0.460], [0.462, -0.547, -4.272], [-3.681, 6.975, 2.323], [0.069, -8.162, 0.789], [0.274, -1.627, -0.002], [-5.108, -1.644, -4.676], [-1.034, 1.524, 8.078], [4.845, 0.844, -5.554], [-4.504, 2.832, 2.023], [6.559, -0.874, -6.603], [0.364, -0.319, 8.614], [7.282, 1.379, 1.983], [0.289, -4.224, -0.756], [-2.850, 1.250, 9.554]], "lowdin_charge": [0.07, 0.08, 0.08, 0.08, 0.16, 0.08, 0.19, 0.18, 0.08, 0.09, 0.16, 0.04, 0.07, 0.16, 0.16, 0.06, 0.06, 0.19, 0.04, 0.18, 0.06, 0.07, 0.09, 0.18, 0.09, 0.04, 0.17, 0.07, 0.07, 0.09, -0.57, -0.07, -0.31, -0.02, -0.11, -0.11, -0.27, -0.01, -0.01, -0.31, -0.57, -0.60, -0.28, -0.58, -0.02, -0.02, -0.05, -0.25, -0.56, -0.09, -0.56, -0.59, -0.07, -0.26, -0.07, -0.58, -0.30, -0.01, -0.61, -0.28, -0.01, -0.10, -0.03, -0.02, -0.11, -0.28, -0.03, -0.29, -0.09, -0.60, 0.15, 0.08, 0.14, 0.09, 0.12, 0.09, 0.10, 0.07, 0.13, 0.07, 0.09, 0.08, 0.15, 0.06, 0.12, 0.10, 0.06, 0.10, 0.15, 0.15, 0.12, 0.14, 0.09, 0.09, 0.08, 0.13, 0.07, 0.09, 0.09, 0.12, 0.13, 0.13, 0.15, 0.13, 0.08, 0.14, 0.14, 0.13, 0.12, 0.08, 0.09, 0.09, 0.09, 0.09, 0.07, 0.08, 0.10, 0.15, 0.13, 0.09, 0.13, 0.15, 0.15, 0.12, 0.10, 0.09, 0.13, 0.13, 0.13, 0.08]}

{"formula": "C9H15FNO3", "method": "ωB97M-V/def2-TZVPD", "e_above_lowest_kcal_mol": 0.0, "total_charge": 1, "gap_ev": 8.48, "species": ["F", "O", "O", "O", "N", "C", "C", "C", "C", "C", "C", "C", "C", "C", "H", "H", "H", "H", "H", "H", "H", "H", "H", "H", "H", "H", "H", "H", "H"], "coordinates": [[0.892, -0.180, 1.069], [-0.840, 4.030, -2.959], [-0.060, 4.646, -0.933], [-1.358, 2.847, -1.110], [0.185, -3.078, -0.488], [-1.343, -2.241, 0.993], [0.209, -1.604, -0.727], [-1.170, -1.246, -0.164], [-0.755, 3.866, -1.790], [-0.618, -3.420, 0.448], [-0.349, 4.249, 0.413], [2.538, -1.786, 0.509], [-0.837, 2.823, 0.216], [1.411, -0.911, -0.008], [-2.374, -2.474, 1.251], [-0.020, 2.100, 0.260], [-1.294, -0.200, 0.086], [-1.624, 2.537, 0.910], [-1.125, 4.901, 0.816], [2.945, -1.315, 1.401], [0.555, 4.336, 1.008], [2.236, -2.797, 0.780], [-0.708, -4.455, 0.757], [1.807, -0.177, -0.710], [3.346, -1.854, -0.219], [-1.898, -1.518, -0.931], [0.290, -1.416, -1.794], [-0.817, -1.925, 1.902], [0.774, -3.738, -0.985]], "nbo_charge": [-0.37, -0.55, -0.48, -0.51, -0.41, -0.49, -0.09, -0.40, 0.96, 0.32, -0.10, -0.67, -0.10, 0.19, 0.27, 0.17, 0.27, 0.20, 0.20, 0.27, 0.21, 0.20, 0.25, 0.20, 0.25, 0.23, 0.25, 0.28, 0.45]}

{"formula": "C7H12O", "method": "ωB97M-V/def2-TZVPD", "e_above_lowest_kcal_mol": 65.9, "smiles": "C=C/C=C/CC=C.O", "gap_ev": 10.07, "species": ["O", "C", "C", "C", "C", "C", "C", "C", "H", "H", "H", "H", "H", "H", "H", "H", "H", "H", "H", "H"], "coordinates": [[0.746, -2.161, -0.226], [-3.099, -0.519, 0.946], [-1.469, 0.939, -0.305], [0.924, 1.056, 0.406], [-2.314, -0.303, -0.132], [3.148, 0.329, -0.317], [2.245, 0.464, 0.651], [-0.025, 0.606, -0.449], [0.573, 1.955, 0.922], [-2.304, -1.095, -0.884], [2.975, 0.909, -1.219], [3.983, -0.338, -0.247], [0.942, -1.287, -0.587], [-1.551, 1.743, 0.422], [-2.865, 0.290, 1.645], [2.361, 0.004, 1.632], [-3.811, -1.314, 1.029], [0.293, 0.077, -1.361], [-1.971, 1.430, -1.156], [1.221, -2.784, -0.769]], "nbo_charge": [-0.94, -0.41, -0.49, -0.23, -0.15, -0.40, -0.21, -0.16, 0.20, 0.20, 0.20, 0.20, 0.47, 0.22, 0.19, 0.22, 0.21, 0.19, 0.22, 0.46]}